Density functional theory data (ωB97M-V with the def2-TZVPD basis set) for a molecular structure, C41H39BaN2O2SSi.

Last column: Mulliken charge in e.
CARTESIAN COORDINATES (ANGSTROEM)
Ba  -0.5137  1.3519  -0.0696  1.34
O  0.4736  1.4509  -2.1988  -0.62
C  1.1781  1.9009  -3.2680  2.06
C  2.3883  2.7213  -2.7025  -1.08
C  3.0881  1.9778  -1.5999  0.05
C  4.0344  1.0065  -1.9148  -0.48
C  4.6306  0.2997  -0.8866  -0.95
C  4.2910  0.6071  0.4174  -0.89
C  3.3660  1.6255  0.6626  0.79
C  3.1486  2.0130  2.1093  -1.44
C  1.7286  2.4943  2.5404  2.31
O  0.8007  1.8052  1.8256  -0.73
C  1.6065  4.0226  2.3055  -0.29
C  1.0364  4.5198  1.1395  0.19
C  0.9685  5.8838  0.8944  -0.86
C  1.4611  6.7935  1.8182  -0.51
C  2.0287  6.3171  2.9879  -0.85
C  2.0998  4.9512  3.2218  -0.14
C  1.5415  2.2085  4.0448  -0.21
C  0.2747  1.8727  4.5074  -0.69
C  0.0539  1.6119  5.8508  -0.75
C  1.0998  1.6701  6.7613  -0.41
C  2.3709  1.9926  6.3123  -0.93
C  2.5853  2.2589  4.9666  0.12
N  2.7647  2.2749  -0.3351  0.07
C  1.7192  0.7238  -4.1056  -0.49
C  2.4106  0.9306  -5.2995  0.00
C  2.9432  -0.1320  -6.0114  -0.90
C  2.7870  -1.4310  -5.5425  -0.44
C  2.0906  -1.6461  -4.3645  -0.91
C  1.5620  -0.5770  -3.6532  -0.10
C  0.3027  2.7778  -4.1727  -0.36
C  0.7875  3.8590  -4.9045  0.04
C  -0.0546  4.6112  -5.7123  -0.97
C  -1.4015  4.2940  -5.7996  -0.40
C  -1.8957  3.2240  -5.0673  -0.93
C  -1.0521  2.4755  -4.2616  -0.35
H  1.9977  3.6546  -2.2922  0.58
H  3.1183  2.9687  -3.4795  0.51
H  4.2734  0.7986  -2.9495  0.47
H  5.3532  -0.4782  -1.1032  0.41
H  4.7384  0.0834  1.2523  0.41
H  3.9110  2.7643  2.3534  0.42
H  3.3922  1.1307  2.7059  0.54
H  0.6746  3.8603  0.3651  -0.36
H  0.5274  6.2349  -0.0308  0.44
H  1.4005  7.8572  1.6235  0.37
H  2.4149  7.0061  3.7300  0.40
H  2.5353  4.6067  4.1492  0.35
H  -0.5315  1.8112  3.7896  0.48
H  -0.9427  1.3544  6.1892  0.39
H  0.9239  1.4586  7.8089  0.37
H  3.1990  2.0327  7.0099  0.38
H  3.5876  2.4998  4.6329  0.37
H  2.5280  1.9384  -5.6807  0.35
H  3.4766  0.0525  -6.9363  0.39
H  3.1999  -2.2658  -6.0955  0.39
H  1.9580  -2.6545  -3.9906  0.38
H  1.0217  -0.7322  -2.7295  0.41
H  1.8333  4.1323  -4.8355  0.35
H  0.3432  5.4533  -6.2663  0.39
H  -2.0663  4.8807  -6.4217  0.39
H  -2.9494  2.9768  -5.1107  0.41
H  -1.4436  1.6586  -3.6709  0.52
C  -6.9778  1.7126  -1.6909  -1.01
Si  -6.7115  0.7460  -0.0938  0.25
C  -8.1904  -0.4388  0.0439  -1.13
C  -6.8223  1.8808  1.4093  -1.03
C  -5.1604  -0.3328  -0.1071  0.28
C  -5.2772  -1.7102  -0.1010  -0.08
C  -4.1476  -2.5273  -0.1125  -0.80
C  -2.9208  -1.9050  -0.1148  -0.49
N  -2.7590  -0.5805  -0.1159  -0.11
C  -3.8433  0.2150  -0.1240  0.25
S  -3.7034  1.9670  -0.1613  -0.67
H  -7.9510  2.2091  -1.6550  0.30
H  -6.9731  1.0441  -2.5543  0.33
H  -6.1985  2.4563  -1.8360  0.29
H  -9.1109  0.1490  0.0763  0.27
H  -8.1568  -1.0430  0.9529  0.30
H  -8.2652  -1.1152  -0.8101  0.30
H  -7.7805  2.4070  1.3855  0.31
H  -6.0131  2.6070  1.4185  0.31
H  -6.7780  1.3086  2.3383  0.32
H  -6.2567  -2.1764  -0.0923  0.29
H  -4.2257  -3.6056  -0.1149  0.38
H  -2.0053  -2.4890  -0.1117  0.36

Forces on the atoms, in the same order (eV/Å):
-0.60 -0.20 0.01
-0.28 -0.12 -0.28
0.31 -0.05 0.30
0.06 0.16 -0.10
0.05 -0.12 -0.06
0.00 -0.03 0.02
-0.01 0.01 -0.02
-0.07 0.06 0.00
0.10 -0.15 0.04
0.14 0.15 0.11
0.01 -0.15 -0.26
-0.19 0.03 0.24
0.15 0.01 0.07
-0.03 0.15 -0.12
-0.04 0.03 0.02
-0.03 0.03 -0.07
0.03 0.00 0.04
-0.02 -0.03 -0.02
0.19 0.06 0.01
-0.02 0.05 0.00
-0.05 -0.01 0.01
-0.01 -0.01 0.03
0.00 -0.01 0.03
0.01 -0.04 -0.02
0.01 0.15 -0.01
0.10 0.13 -0.14
-0.02 0.02 0.05
0.00 -0.01 0.00
0.03 0.00 -0.05
-0.01 -0.06 0.03
-0.03 0.00 0.02
0.05 0.07 -0.04
0.05 -0.08 0.06
-0.05 0.04 -0.04
0.01 0.04 -0.03
-0.03 -0.04 0.03
-0.07 0.03 -0.04
-0.05 -0.02 -0.01
-0.04 -0.02 -0.02
0.00 0.01 -0.01
0.00 -0.01 0.02
0.02 -0.02 -0.01
-0.05 0.01 0.03
-0.03 0.00 -0.01
0.10 -0.12 0.13
0.00 0.00 0.00
0.01 0.00 0.02
0.00 0.01 -0.01
0.02 0.00 0.03
0.01 0.00 -0.02
-0.01 0.00 0.00
0.01 0.00 0.01
0.01 0.00 -0.01
0.00 0.01 0.02
0.01 0.00 -0.01
0.00 -0.01 0.00
0.00 0.00 0.00
0.00 -0.01 -0.01
-0.01 0.02 0.00
0.00 0.02 -0.01
0.00 0.00 0.00
0.02 0.02 -0.01
0.00 0.00 0.00
0.03 -0.02 0.01
0.05 -0.17 0.18
0.01 0.10 0.09
0.11 0.11 -0.02
-0.05 -0.15 -0.18
-0.15 -0.16 -0.01
-0.05 0.01 -0.03
0.08 -0.05 0.01
0.00 -0.06 0.02
0.26 0.30 0.01
-0.54 0.60 -0.03
0.46 -0.55 -0.02
0.00 0.03 -0.01
-0.01 -0.04 0.00
0.04 0.06 0.02
-0.02 0.02 0.00
0.03 0.00 0.02
0.01 -0.01 -0.03
-0.02 0.03 0.02
0.00 0.01 -0.03
0.00 -0.05 0.00
-0.01 0.04 0.01
0.03 -0.01 0.00
0.00 -0.02 -0.01

LUMO level in eV: 2.267
Charge: -1
Gap between HOMO and LUMO in eV: 7.07
HOMO level in eV: -4.80
Total energy in Ha: -2559.1668

=====

Density functional theory data (ωB97M-V with the def2-TZVPD basis set) for a single C6H6 molecule.

Last column: natural (NBO) charge in e.
CARTESIAN COORDINATES (ANGSTROEM)
C  -0.0410  -2.0422  2.2009  -0.24
C  0.2847  -1.3938  1.2412  -0.01
C  0.5989  -0.5447  0.0942  -0.46
C  -0.4507  0.5748  -0.0393  -0.46
C  -0.2177  1.3853  -1.2219  -0.01
C  -0.1320  1.9499  -2.2778  -0.24
H  -0.3130  -2.6329  3.0458  0.24
H  0.6480  -1.1377  -0.8268  0.24
H  1.5921  -0.0943  0.2199  0.24
H  -1.4694  0.1908  -0.1670  0.24
H  -0.4431  1.1822  0.8721  0.24
H  -0.0568  2.5628  -3.1413  0.23

Forces on the atoms, in the same order (eV/Å):
0.16 0.18 -0.34
-0.13 -0.32 0.42
0.01 -0.01 -0.01
-0.07 0.06 -0.01
-0.02 0.22 -0.53
0.08 0.20 0.37
0.04 0.08 -0.10
-0.11 0.07 0.17
-0.21 -0.07 0.01
0.22 -0.29 0.32
-0.01 -0.04 -0.17
0.05 -0.08 -0.13

LUMO level in eV: 0.967
Charge: 0
Energy above the lowest of the compared OMol25 structures with the same formula, charge and spin in kcal per mole: 86.4
Gap between HOMO and LUMO in eV: 10.97
SMILES: C#CCCC#C
HOMO level in eV: -10.00
Total energy in Ha: -232.0887

=====

Density functional theory data (ωB97M-V with the def2-TZVPD basis set) for a molecular structure, C7H21ClFeOP2 at a distorted geometry.

Last column: natural (NBO) charge in e.
CARTESIAN COORDINATES (ANGSTROEM)
Fe  0.0608  -0.0565  0.1034  0.67
H  -1.0505  -0.6766  1.2845  -0.08
H  -1.0560  0.4005  1.2762  0.09
P  -0.0211  -2.3161  -0.1183  0.86
P  -0.0225  2.2936  -0.1696  0.89
C  1.3892  3.2627  0.5561  -0.95
H  1.3155  4.3170  0.2785  0.22
H  1.4123  3.1838  1.6500  0.27
H  2.3204  2.8455  0.1706  0.22
C  0.0094  2.7055  -1.9022  -0.99
H  -0.8551  2.2410  -2.3774  0.25
H  -0.0124  3.7894  -2.0475  0.22
H  0.9178  2.2853  -2.3374  0.24
C  -1.4879  3.2380  0.4919  -0.93
H  -1.5373  3.1815  1.5850  0.27
H  -1.4302  4.2865  0.1902  0.22
H  -2.3921  2.7866  0.0810  0.24
C  0.1878  -2.7598  -1.9096  -0.94
H  0.1434  -3.8441  -2.0794  0.22
H  -0.6030  -2.2632  -2.4762  0.25
H  1.1522  -2.3737  -2.2495  0.23
C  1.2853  -3.3755  0.6724  -0.94
H  1.1885  -3.3001  1.7597  0.24
H  1.2165  -4.4314  0.3722  0.23
H  2.2664  -2.9804  0.3901  0.23
C  -1.5634  -3.2718  0.3057  -0.93
H  -2.4082  -2.7909  -0.1953  0.25
H  -1.5035  -4.3239  -0.0036  0.23
H  -1.7214  -3.2198  1.3855  0.24
C  1.5761  -0.0970  1.4571  0.42
O  2.4554  -0.0518  2.1820  -0.47
H  -1.2367  -0.0351  -0.7869  -0.44
Cl  0.0040  1.3511  2.4609  -0.54

Forces on the atoms, in the same order (eV/Å):
-0.63 0.79 0.66
-0.41 2.07 -0.12
-0.79 -2.78 0.23
0.05 -2.73 -0.99
0.36 1.29 1.17
-0.16 0.10 -0.27
0.09 -0.02 -0.10
-0.15 0.00 -0.51
0.09 0.10 -0.08
-0.04 0.68 -0.59
0.04 0.03 -0.07
0.01 -0.10 -0.24
-0.04 0.07 -0.09
0.24 -0.40 -0.24
0.15 -0.04 -0.41
0.04 -0.08 -0.11
-0.05 0.07 -0.03
-0.05 -0.13 0.42
0.03 0.24 0.05
0.07 -0.04 0.05
-0.07 -0.06 -0.02
-0.24 0.13 -0.16
0.04 -0.04 -0.10
-0.03 0.32 0.07
-0.09 -0.09 0.05
0.38 0.40 -0.13
0.07 -0.05 0.09
0.10 0.30 0.02
-0.02 -0.01 -0.09
2.57 -0.03 1.30
-0.37 -0.45 -0.72
-1.00 -0.28 -1.33
-0.18 0.74 2.31

LUMO level (spin up / spin down) in eV: 0.609 / -0.369
Charge: 0
<S²>: 6.0366
Gap between HOMO and LUMO (spin up / spin down) in eV: 6.54 / 8.10
HOMO level (spin up / spin down) in eV: -5.93 / -8.47
2S+1: 5
Total energy in Ha: -2760.9968